Density functional theory data (ωB97M-V with the def2-TZVPD basis set) for C8H13ClCrNOPS5 as an isolated structure.

```
31
Properties=species:S:1:pos:R:3:nbo_charge:R:1
Cr -1.09 -0.98 -0.81 0.598
S -2.80 -1.03 -2.36 -0.344
S -1.77 -1.90 1.34 -0.529
S -1.29 -3.80 0.55 -0.078
S -0.20 -3.11 -1.03 -0.409
S -0.90 -0.46 -3.06 -0.411
Cl -5.22 2.39 0.99 -0.004
C -3.65 2.27 0.28 -0.074
C -2.99 3.40 -0.18 -0.196
C -1.76 3.28 -0.76 -0.245
C -1.18 2.02 -0.88 0.091
N -1.80 1.00 -0.37 -0.439
C -3.03 1.05 0.14 0.065
H -3.37 4.37 0.00 0.218
H -1.14 4.18 -1.06 0.215
H -0.16 1.83 -1.23 0.242
H -3.46 0.17 0.52 0.239
C 3.07 -1.57 -0.94 -1.011
P 2.04 -0.85 0.37 1.948
C 1.71 -2.13 1.60 -1.048
C 3.24 0.30 1.11 -1.002
O 0.87 -0.01 -0.16 -1.107
H 4.00 -1.77 -0.41 0.229
H 3.01 -0.58 -1.60 0.247
H 2.53 -2.41 -1.43 0.286
H 0.78 -1.95 2.14 0.300
H 2.60 -2.25 2.25 0.221
H 1.49 -3.05 1.10 0.286
H 3.87 -0.26 1.92 0.229
H 2.77 1.10 1.64 0.248
H 3.83 0.75 0.32 0.236
```

Properties
Multiplicity   4
Energy relative to the best compared isomer or geometry (same formula, charge and spin)   0.0000 eV
Gap between HOMO and LUMO (alpha / beta)   5.76 / 5.91 eV
Net charge   -1

=====

Density functional theory data (ωB97M-V with the def2-TZVPD basis set) for C8H13ClO4Sr as an isolated structure.

```
27
Properties=species:S:1:pos:R:3:nbo_charge:R:1
C -1.28 0.96 1.42 -0.461
C -0.66 -1.43 -1.00 -0.299
C -0.34 1.57 0.46 -0.786
H -2.21 1.55 1.55 0.205
C 0.14 -0.65 -1.76 -0.160
H -0.37 -2.49 -0.80 0.213
H 0.48 2.17 0.88 0.202
H 1.01 -1.11 -2.29 0.224
C -0.64 1.74 -0.96 -0.409
H -0.28 2.76 -1.22 0.214
H -1.74 1.80 -1.10 0.170
C -1.77 -0.52 1.19 -0.450
H -2.77 -0.59 1.64 0.244
H -1.21 -1.28 1.79 0.132
C -1.91 -0.98 -0.29 -0.471
H -2.48 -0.22 -0.86 0.238
H -2.58 -1.86 -0.26 0.226
C -0.07 0.80 -2.09 -0.482
H -0.74 0.95 -2.95 0.230
H 0.91 1.21 -2.41 0.217
Sr 0.86 -0.58 1.10 1.755
H -0.82 0.99 2.44 0.185
O 4.04 -1.07 2.52 -0.793
Cl 3.75 -0.96 1.11 2.470
O 4.92 -1.12 0.34 -0.762
O 2.72 -1.98 0.72 -0.943
O 3.06 0.35 0.82 -0.908
```

Properties
Multiplicity   1
Energy relative to the best compared isomer or geometry (same formula, charge and spin)   0.0000 eV
Gap between HOMO and LUMO   5.72 eV

=====

Density functional theory data (ωB97M-V with the def2-TZVPD basis set) for C8H13ClO4Ti as an isolated structure.

```
27
Properties=species:S:1:pos:R:3:lowdin_charge:R:1
C 1.51 -0.67 -1.77 -0.123
C -1.13 0.09 0.17 -0.311
C 1.03 -0.77 -0.27 -0.161
H 2.30 0.09 -1.85 0.101
C -0.85 -0.54 1.45 -0.269
H -2.10 0.62 0.24 0.091
H 0.41 -1.70 -0.39 0.114
H -1.70 -0.61 2.14 0.133
C 1.66 -1.04 1.02 -0.207
H 2.16 -0.14 1.45 0.071
H 2.31 -1.92 0.98 0.130
C 0.15 0.00 -2.25 -0.182
H -0.04 -0.30 -3.29 0.106
H 0.27 1.09 -2.25 0.098
C -1.06 -0.37 -1.33 -0.168
H -1.24 -1.45 -1.38 0.117
H -1.92 0.11 -1.81 0.108
C 0.36 -1.35 1.91 -0.176
H 0.11 -2.42 1.82 0.119
H 0.59 -1.21 2.98 0.114
Ti -0.09 1.24 1.34 0.928
H 1.80 -1.48 -2.41 0.095
O -0.17 2.68 -0.19 -0.494
Cl -1.53 3.33 0.33 1.084
O -2.64 2.87 -0.51 -0.392
O -1.56 2.58 1.74 -0.505
O 1.40 1.27 2.14 -0.418
```

Properties
Multiplicity   3
Energy relative to the best compared isomer or geometry (same formula, charge and spin)   1.2002 eV
Gap between HOMO and LUMO (alpha / beta)   7.79 / 7.39 eV

=====

Density functional theory data (ωB97M-V with the def2-TZVPD basis set) for C8H13CsF3NO4 as an isolated structure.

```
30
Properties=species:S:1:pos:R:3:lowdin_charge:R:1
C -0.08 -2.33 -2.14 -0.037
C -1.37 -1.51 -2.34 -0.402
O -1.28 -0.64 -3.46 -0.034
C -1.82 -0.76 -1.10 -0.179
N -0.82 0.15 -0.57 -0.003
C -1.00 0.42 0.84 -0.261
C -0.12 1.57 1.33 -0.068
C 1.33 1.52 0.91 -0.249
O 2.01 0.31 1.26 -0.446
C 2.13 2.66 1.54 -0.580
F 1.57 3.85 1.31 0.162
F 3.38 2.70 1.04 0.141
F 2.24 2.50 2.87 0.152
C -0.86 -0.79 1.80 -0.689
O -0.29 -1.85 1.40 -0.260
O -1.29 -0.58 2.95 -0.007
H 0.70 -1.89 -2.75 0.080
H 0.24 -2.26 -1.10 0.003
H -0.19 -3.36 -2.44 0.081
H -2.17 -2.21 -2.60 0.140
H -0.46 -0.14 -3.39 0.077
H -2.70 -0.20 -1.40 0.127
H -2.13 -1.50 -0.36 0.127
H 0.12 -0.17 -0.78 0.080
H -2.02 0.75 0.97 0.153
H -0.51 2.51 0.95 0.134
H -0.19 1.58 2.42 0.134
H 1.43 1.63 -0.16 0.163
H 1.74 0.01 2.13 0.043
Cs 2.40 -1.96 0.86 1.417
```

Properties
Multiplicity   1
Gap between HOMO and LUMO   7.40 eV

=====

Density functional theory data (ωB97M-V with the def2-TZVPD basis set) for an isolated molecule of C8H13FSi.

```
23
Properties=species:S:1:pos:R:3:nbo_charge:R:1
C -0.16 0.53 -1.82 -0.273
C 0.01 -0.90 -1.36 -0.237
C 0.03 1.49 -0.94 0.382
C 0.85 1.33 0.29 -0.064
C 0.59 0.42 1.23 -0.344
C -0.62 -1.28 -0.19 -0.350
C 2.17 2.05 0.35 -0.623
C -0.18 -2.46 0.73 -0.649
F -0.20 2.77 -1.52 -0.364
Si -2.40 -0.61 0.07 0.853
H -0.47 0.67 -2.82 0.231
H 0.69 -1.54 -1.88 0.205
H 1.39 0.39 1.88 0.187
H -0.30 -0.06 1.52 0.211
H 2.75 1.79 -0.55 0.215
H 2.69 1.58 1.16 0.210
H 2.18 3.12 0.54 0.231
H 0.80 -2.65 0.48 0.213
H -0.82 -3.29 0.58 0.225
H -0.32 -1.91 1.65 0.213
H -2.79 0.29 -0.99 -0.152
H -2.59 0.11 1.42 -0.168
H -3.31 -1.85 0.17 -0.155
```

Properties
SMILES   C=C(C)/C(F)=C\C=C(\C)[SiH3]
Multiplicity   1
Energy relative to the best compared isomer or geometry (same formula, charge and spin)   1.2065 eV
Gap between HOMO and LUMO   9.66 eV

=====

Density functional theory data (ωB97M-V with the def2-TZVPD basis set) for C8H13N as an isolated structure.

```
22
Properties=species:S:1:pos:R:3:nbo_charge:R:1
C 2.40 -0.83 2.00 -0.640
C 1.80 0.29 0.93 -0.271
C -0.44 1.03 -0.06 -0.070
C -0.04 0.55 -1.65 -0.468
C -1.68 0.48 -1.76 -0.385
C -2.19 -0.72 -1.06 -0.308
C -1.95 -0.80 0.38 -0.119
C -0.55 -0.26 0.46 -0.157
H 3.64 -0.20 2.18 0.230
H 2.64 -2.22 1.18 0.190
H 1.73 -0.80 3.11 0.257
H 2.40 0.26 -0.15 0.213
H 2.46 1.29 1.42 0.197
H -1.20 1.94 0.22 0.257
H 0.23 1.31 -2.47 0.219
H 0.51 -0.57 -1.80 0.254
H -2.20 0.52 -3.07 0.225
H -2.13 1.81 -1.00 0.177
H -3.20 -0.98 -1.18 0.209
H -2.60 -1.48 1.04 0.226
H 0.01 -1.28 0.21 0.210
N 0.38 0.64 1.06 -0.447
```

Properties
Multiplicity   1
Energy relative to the best compared isomer or geometry (same formula, charge and spin)   15.6135 eV
Gap between HOMO and LUMO   8.58 eV

=====

Number 1: strongest force on any atom 2.94 eV Å⁻¹, M 418.0 g mol⁻¹, calculated total energy -4279.790396 hartree. Number 2: strongest force on any atom 2.50 eV Å⁻¹, M 296.3 g mol⁻¹, calculated total energy -1104.163242 hartree. Number 3: strongest force on any atom 9.02 eV Å⁻¹, M 256.5 g mol⁻¹, calculated total energy -1922.827026 hartree. Number 4: strongest force on any atom 4.26 eV Å⁻¹, M 377.1 g mol⁻¹, calculated total energy -988.094903 hartree. Number 5: strongest force on any atom 4.00 eV Å⁻¹, M 156.3 g mol⁻¹, calculated total energy -701.832422 hartree. Number 6: strongest force on any atom 6.44 eV Å⁻¹, M 123.2 g mol⁻¹, calculated total energy -366.803352 hartree.